{"formula": "C65H78F7IN2O2S", "method": "ωB97M-V/def2-TZVPD", "symbols": ["C", "C", "C", "C", "C", "C", "C", "C", "C", "C", "C", "C", "C", "I", "C", "C", "C", "O", "N", "C", "C", "C", "C", "S", "N", "C", "C", "C", "O", "H", "H", "H", "H", "H", "H", "H", "H", "H", "H", "H", "H", "H", "H", "H", "H", "H", "H", "H", "H", "H", "H", "H", "H", "H", "H", "H", "H", "H", "H", "H", "H", "H", "H", "H", "H", "H", "H", "H", "H", "H", "H", "H", "F", "C", "C", "C", "C", "C", "C", "H", "H", "H", "H", "H", "F", "C", "C", "C", "C", "C", "C", "H", "H", "H", "H", "H", "F", "C", "C", "C", "C", "C", "C", "H", "H", "H", "H", "H", "F", "C", "C", "C", "C", "C", "C", "H", "H", "H", "H", "H", "F", "C", "C", "C", "C", "C", "C", "H", "H", "H", "H", "H", "F", "C", "C", "C", "C", "C", "C", "H", "H", "H", "H", "H", "F", "C", "C", "C", "C", "C", "C", "H", "H", "H", "H", "H"], "positions_angstrom": [[3.727, -4.073, -2.734], [5.179, -3.782, -2.471], [5.869, -3.111, -3.616], [6.994, -2.230, -3.160], [7.039, -0.952, -3.908], [6.022, 0.015, -3.396], [5.566, 0.954, -4.447], [4.480, 0.410, -5.342], [3.433, -0.391, -4.658], [2.690, 0.370, -3.559], [1.339, 0.691, -4.043], [0.467, 1.516, -3.148], [-0.246, 0.862, -1.973], [-1.882, 2.369, -1.625], [0.378, 0.794, -0.597], [1.826, 1.093, -0.363], [-0.118, -0.456, -0.009], [0.277, -0.976, 0.887], [-1.258, -0.883, -0.770], [-0.980, -0.546, -2.142], [-0.050, -1.672, -2.540], [-0.463, -3.046, -2.034], [0.356, -3.576, -0.905], [-0.754, -4.069, 0.444], [-2.204, -0.344, -2.918], [-3.350, -1.147, -2.473], [-2.017, -0.584, -4.321], [-2.101, -1.942, -4.913], [-1.837, 0.278, -5.000], [3.144, -3.895, -1.878], [3.606, -5.098, -2.984], [3.354, -3.502, -3.539], [5.679, -4.689, -2.291], [5.232, -3.205, -1.596], [5.130, -2.546, -4.122], [6.234, -3.825, -4.302], [6.898, -2.000, -2.131], [7.902, -2.752, -3.303], [6.928, -1.101, -4.945], [7.995, -0.533, -3.768], [5.232, -0.486, -2.899], [6.518, 0.592, -2.666], [5.282, 1.897, -4.066], [6.401, 1.149, -5.061], [4.079, 1.190, -5.926], [4.952, -0.233, -6.036], [2.717, -0.645, -5.389], [3.833, -1.275, -4.258], [3.192, 1.289, -3.412], [2.673, -0.232, -2.693], [1.514, 1.300, -4.888], [0.864, -0.169, -4.417], [-0.235, 2.032, -3.710], [1.082, 2.263, -2.730], [-0.121, 1.503, 0.003], [2.198, 1.876, -0.959], [2.395, 0.216, -0.454], [1.922, 1.376, 0.642], [-2.033, -0.380, -0.348], [0.876, -1.416, -2.101], [0.135, -1.746, -3.574], [-1.485, -3.131, -1.807], [-0.287, -3.699, -2.842], [1.098, -2.900, -0.589], [0.870, -4.435, -1.206], [-0.004, -3.759, 1.474], [-3.188, -2.196, -2.460], [-3.698, -0.816, -1.547], [-4.137, -0.971, -3.149], [-2.830, -2.572, -4.475], [-2.373, -1.803, -5.912], [-1.175, -2.452, -4.903], [3.873, 3.487, 1.220], [3.532, 3.495, 2.526], [4.395, 2.925, 3.434], [4.046, 2.912, 4.773], [2.839, 3.460, 5.179], [1.985, 4.029, 4.248], [2.333, 4.053, 2.906], [5.325, 2.492, 3.092], [4.712, 2.469, 5.498], [2.564, 3.441, 6.223], [1.042, 4.452, 4.565], [1.682, 4.493, 2.162], [3.654, -3.248, 2.374], [3.059, -3.179, 3.582], [3.756, -3.599, 4.693], [3.144, -3.524, 5.933], [1.849, -3.042, 6.043], [1.167, -2.630, 4.909], [1.776, -2.692, 3.665], [4.763, -3.979, 4.584], [3.679, -3.843, 6.816], [1.372, -2.986, 7.012], [0.156, -2.256, 4.990], [1.258, -2.361, 2.773], [-6.873, 2.313, 3.315], [-6.113, 1.367, 2.719], [-6.164, 0.077, 3.201], [-5.389, -0.896, 2.593], [-4.570, -0.566, 1.525], [-4.531, 0.740, 1.060], [-5.310, 1.718, 1.654], [-6.804, -0.157, 4.041], [-5.423, -1.913, 2.956], [-3.961, -1.330, 1.056], [-3.888, 1.001, 0.230], [-5.293, 2.738, 1.295], [7.744, -6.343, -0.880], [6.975, -7.453, -0.894], [5.609, -7.320, -0.781], [4.820, -8.458, -0.798], [5.406, -9.709, -0.920], [6.784, -9.819, -1.029], [7.579, -8.684, -1.021], [5.171, -6.336, -0.679], [3.747, -8.368, -0.717], [4.789, -10.596, -0.929], [7.243, -10.793, -1.120], [8.654, -8.749, -1.113], [-8.455, 3.612, -2.965], [-8.327, 4.182, -1.747], [-8.589, 5.527, -1.607], [-8.462, 6.109, -0.356], [-8.068, 5.342, 0.730], [-7.806, 3.990, 0.566], [-7.940, 3.400, -0.681], [-8.888, 6.107, -2.470], [-8.669, 7.156, -0.228], [-7.966, 5.798, 1.704], [-7.499, 3.397, 1.408], [-7.748, 2.346, -0.828], [2.935, 0.773, 6.859], [2.314, -0.109, 7.669], [1.198, -0.766, 7.201], [0.563, -1.676, 8.030], [1.044, -1.909, 9.309], [2.167, -1.232, 9.759], [2.814, -0.327, 8.933], [0.836, -0.564, 6.202], [-0.310, -2.205, 7.676], [0.544, -2.617, 9.954], [2.542, -1.409, 10.757], [3.696, 0.205, 9.262], [-9.764, 8.828, 0.643], [-10.589, 9.595, -0.105], [-11.730, 10.106, 0.471], [-12.569, 10.895, -0.299], [-12.262, 11.152, -1.626], [-11.109, 10.623, -2.184], [-10.260, 9.841, -1.419], [-11.954, 9.887, 1.505], [-13.465, 11.309, 0.140], [-12.921, 11.764, -2.223], [-10.870, 10.819, -3.219], [-9.351, 9.425, -1.834]], "lowdin_charge": [-0.075, -0.240, -0.199, -0.203, -0.210, -0.206, -0.204, -0.190, -0.191, -0.184, -0.203, -0.234, -0.480, 1.014, -0.340, -0.001, -0.510, 0.212, 0.119, -0.435, -0.090, -0.250, -0.528, 0.766, -0.071, -0.040, -0.555, 0.030, 0.217, 0.044, 0.069, 0.054, 0.077, 0.096, 0.070, 0.114, 0.106, 0.106, 0.107, 0.106, 0.099, 0.111, 0.099, 0.104, 0.107, 0.102, 0.105, 0.059, 0.111, 0.089, 0.124, 0.083, 0.037, 0.097, 0.062, 0.074, 0.075, 0.071, 0.099, 0.108, 0.084, 0.059, 0.100, 0.055, 0.039, -0.193, 0.071, 0.053, 0.095, 0.073, 0.080, 0.076, 0.049, -0.296, -0.016, -0.085, -0.101, -0.080, -0.022, 0.118, 0.103, 0.099, 0.104, 0.117, 0.054, -0.283, -0.013, -0.056, -0.113, -0.079, -0.004, 0.118, 0.109, 0.061, 0.112, 0.088, 0.048, -0.283, -0.016, -0.079, -0.091, -0.088, -0.017, 0.119, 0.106, 0.097, 0.023, 0.114, 0.055, -0.286, -0.020, -0.080, -0.098, -0.085, -0.019, 0.109, 0.106, 0.100, 0.104, 0.117, 0.052, -0.287, -0.014, -0.075, -0.080, -0.082, -0.012, 0.115, 0.076, 0.105, 0.071, 0.118, 0.060, -0.266, -0.048, -0.136, -0.086, -0.077, -0.010, 0.117, 0.122, 0.105, 0.105, 0.118, 0.042, -0.282, -0.017, -0.083, -0.096, -0.082, -0.019, 0.119, 0.105, 0.101, 0.105, 0.116], "orbital_gap_ev": 8.92, "homo_ha": -0.315, "e_lumo_ha": 0.01224, "smiles": "CCCCCCCCCCCC[C@]1(I)[C@H](C)C(=O)N[C@@]1(CCCS)N(C)C(C)=O.Fc1ccccc1.Fc1ccccc1.Fc1ccccc1.Fc1ccccc1.Fc1ccccc1.Fc1ccccc1.Fc1ccccc1", "relative_energy_kcal_mol": 43.6, "energy_ev": -113699.0889}